# C25H77GaNO13

A structure of composition C25H77GaNO13 (ωB97M-V/def2-TZVPD, the OMol25 dataset).

Geometry as ORCA input:
```
! wB97M-V def2-TZVPD RIJCOSX def2/J DEFGRID3
* xyz -1 1
C 7.305 -1.539 2.355
C 6.986 -2.069 0.957
C 6.735 -3.566 0.919
N 5.566 -3.935 1.737
Ga 4.021 -4.196 0.580
O 3.583 -2.493 -0.089
C 2.415 -5.007 1.528
C 1.085 -4.529 0.944
C -0.161 -5.048 1.687
C -1.315 -4.037 1.832
C -2.532 -4.392 0.987
C -3.727 -3.442 1.092
C -3.438 -1.949 0.980
C -4.565 -1.098 1.559
C -4.224 0.399 1.666
C -5.175 1.347 0.956
O -4.829 1.610 -0.396
C -5.426 0.753 -1.337
H 7.800 -2.310 2.952
H 6.394 -1.276 2.890
H 7.956 -0.663 2.322
H 7.808 -1.828 0.278
H 6.094 -1.573 0.570
H 6.566 -3.864 -0.121
H 7.640 -4.097 1.243
H 5.775 -4.783 2.249
H 4.434 -5.107 -0.704
H 3.264 -1.936 0.629
H 2.477 -6.097 1.428
H 2.428 -4.784 2.601
H 1.045 -4.838 -0.105
H 1.073 -3.435 0.931
H -0.552 -5.923 1.157
H 0.133 -5.391 2.677
H -0.945 -3.051 1.544
H -1.622 -3.956 2.881
H -2.879 -5.378 1.311
H -2.227 -4.506 -0.057
H -4.263 -3.636 2.027
H -4.432 -3.695 0.293
H -2.519 -1.677 1.500
H -3.283 -1.681 -0.070
H -4.754 -1.491 2.561
H -5.479 -1.227 0.972
H -4.176 0.695 2.714
H -3.229 0.586 1.255
H -6.199 0.948 0.992
H -5.168 2.318 1.452
H -6.498 0.964 -1.439
H -5.310 -0.304 -1.079
H -4.935 0.915 -2.293
C 8.883 1.052 -1.851
O 7.907 0.092 -1.494
H 9.734 0.883 -1.195
H 9.212 0.933 -2.890
H 8.528 2.079 -1.710
H 7.128 0.204 -2.046
C 7.163 -6.582 -2.151
O 7.641 -5.283 -1.861
H 6.992 -7.069 -1.193
H 6.211 -6.557 -2.688
H 7.887 -7.174 -2.725
H 7.777 -4.807 -2.685
C -2.740 2.860 -4.039
O -2.568 1.643 -3.323
H -2.059 2.829 -4.888
H -3.763 2.970 -4.411
H -2.499 3.729 -3.425
H -3.163 1.687 -2.569
C 12.791 0.297 -1.643
O 12.033 0.190 -0.451
H 12.731 1.336 -1.961
H 13.844 0.041 -1.489
H 12.390 -0.334 -2.442
H 12.055 -0.724 -0.154
C -1.183 1.751 3.243
O -2.388 2.142 3.895
H -1.340 1.898 2.177
H -0.335 2.365 3.554
H -0.945 0.700 3.418
H -2.271 2.026 4.842
C -4.573 6.829 -4.081
O -4.406 5.638 -3.310
H -3.881 6.763 -4.917
H -5.593 6.904 -4.468
H -4.337 7.722 -3.497
H -5.018 5.675 -2.569
C -0.391 -7.556 5.280
O 0.603 -6.677 4.792
H -0.948 -7.907 4.414
H 0.037 -8.425 5.792
H -1.089 -7.058 5.962
H 1.118 -6.344 5.532
C -8.087 1.996 3.754
O -7.485 0.901 4.426
H -8.878 2.365 4.403
H -7.373 2.805 3.577
H -8.531 1.694 2.801
H -6.775 0.555 3.878
C -7.049 2.870 -3.892
O -8.297 3.032 -3.224
H -7.209 3.151 -4.930
H -6.277 3.517 -3.468
H -6.708 1.833 -3.860
H -8.175 2.789 -2.302
C -1.562 7.300 -1.941
O -1.742 6.001 -1.393
H -0.599 7.667 -1.594
H -1.552 7.265 -3.035
H -2.340 7.991 -1.617
H -2.587 5.675 -1.721
C -3.397 11.034 -3.242
O -3.299 9.860 -2.449
H -2.697 10.912 -4.065
H -4.400 11.168 -3.656
H -3.122 11.931 -2.682
H -3.906 9.942 -1.708
*
```

The value obtained for the max |F| is 0.0097 hartree/bohr. The value obtained for the gap between HOMO and LUMO is 5.128 eV. The calculation puts the LUMO energy at 1.40 eV. The calculated total energy is -107652.7118 eV.

# CH9N3

A cluster of 2 separate species, CH9N3 in total (ωB97M-V/def2-TZVPD, the OMol25 dataset).

Geometry as ORCA input:
```
! wB97M-V def2-TZVPD RIJCOSX def2/J DEFGRID3
* xyz -1 2
N -2.557 0.550 -0.257
H -2.779 1.531 -0.399
H -3.125 -0.064 -0.829
H -2.611 0.266 0.717
N 2.206 0.408 0.611
C 1.031 -0.463 0.441
N 0.786 -0.637 -0.953
H 2.061 0.965 1.447
H 2.156 1.090 -0.148
H 0.138 -0.028 0.895
H 1.226 -1.381 1.019
H 1.550 -1.104 -1.426
H -0.081 -1.133 -1.119
*
```

The value obtained for the max |F| is 0.0171 hartree/bohr. The value obtained for the gap between HOMO and LUMO (spin up / spin down) is 3.258 / 9.585 eV. Its energy relative to the best compared isomer or geometry (same formula, charge and spin) is 2.7 kcal per mole. The calculation puts the LUMO energy (spin up / spin down) at 4.60 / 4.47 eV. The calculated total energy is -5651.6734 eV.

# C5H13NO

A cluster of 2 separate species, C5H13NO in total in a non-equilibrium geometry (ωB97M-V/def2-TZVPD, the OMol25 dataset).

Geometry as ORCA input:
```
! wB97M-V def2-TZVPD RIJCOSX def2/J DEFGRID3
* xyz 0 1
C -1.168 0.994 1.276
C 0.042 1.808 1.641
N 0.999 1.170 2.377
O 0.212 2.934 1.223
H -1.369 0.208 2.005
H -1.081 0.579 0.276
H -2.037 1.644 1.224
H 1.840 1.684 2.554
H 0.783 0.413 2.999
C -0.296 -1.414 -3.167
C -0.089 -1.623 -1.677
C 0.379 -3.027 -1.264
H 0.640 -1.588 -3.699
H -0.610 -0.392 -3.389
H -1.072 -2.055 -3.581
H 0.634 -0.894 -1.323
H -1.049 -1.439 -1.194
H 1.416 -2.937 -0.917
H -0.092 -3.349 -0.335
H 0.375 -3.791 -2.022
*
```

The value obtained for the max |F| is 0.0338 hartree/bohr. The value obtained for the gap between HOMO and LUMO is 10.620 eV. Its energy relative to the best compared isomer or geometry (same formula, charge and spin) is 5.8 kcal per mole. The calculation puts the LUMO energy at 0.79 eV. The calculated total energy is -8933.7587 eV. As for the structure (SMILES): CC(N)=O.CCC.

# C13H14Br2KN3S2Te

A structure of composition C13H14Br2KN3S2Te in a non-equilibrium geometry (ωB97M-V/def2-TZVPD, the OMol25 dataset).

Geometry as ORCA input:
```
! wB97M-V def2-TZVPD RIJCOSX def2/J DEFGRID3
* xyz 0 1
K 0.570 -1.687 0.102
Br -1.737 1.840 1.029
C -0.058 2.102 1.933
Br 0.357 0.631 3.104
H -0.122 3.007 2.531
H 0.712 2.168 1.166
Te 3.284 -1.431 -1.838
C 3.601 -3.474 -1.861
C 4.755 -4.132 -2.149
C 4.668 -5.536 -2.028
C 3.441 -5.955 -1.633
S 2.367 -4.618 -1.432
H 5.652 -3.614 -2.441
H 5.490 -6.210 -2.202
H 3.088 -6.952 -1.457
N -1.651 -1.867 1.196
C -2.312 -2.416 1.962
C -3.079 -3.116 2.898
C -2.713 -3.092 4.252
C -3.461 -3.798 5.169
C -4.567 -4.533 4.759
C -4.935 -4.551 3.420
C -4.201 -3.850 2.487
H -1.850 -2.517 4.558
H -3.182 -3.779 6.212
H -5.151 -5.080 5.483
H -5.799 -5.117 3.104
H -4.474 -3.860 1.443
N -0.511 2.881 -2.779
C 0.469 2.012 -2.460
N 0.682 0.967 -3.274
S 1.404 2.246 -1.115
H -1.152 2.679 -3.528
H -0.792 3.557 -2.089
H 0.218 0.908 -4.165
H 1.491 0.377 -3.103
*
```

The value obtained for the max |F| is 0.0340 hartree/bohr. The value obtained for the gap between HOMO and LUMO is 5.296 eV. Its energy relative to the best compared isomer or geometry (same formula, charge and spin) is 12.8 kcal per mole. The calculation puts the LUMO energy at -0.53 eV. The calculated total energy is -203552.6714 eV.

# C4H5NO2

The molecule C4H5NO2 in a non-equilibrium geometry (ωB97M-V/def2-TZVPD, the OMol25 dataset).

Geometry as ORCA input:
```
! wB97M-V def2-TZVPD RIJCOSX def2/J DEFGRID3
* xyz 0 1
C -0.298 -1.155 1.518
C 0.042 -0.220 0.397
O 0.731 1.057 0.549
C 0.755 1.599 -0.635
C 0.068 0.833 -1.549
N -0.322 -0.279 -0.891
O -0.945 -1.250 -1.334
H -0.223 -0.573 2.412
H -1.251 -1.416 1.224
H 0.452 -2.009 1.456
H 1.060 2.590 -0.571
H -0.069 0.824 -2.574
*
```

The value obtained for the max |F| is 0.0861 hartree/bohr. The value obtained for the gap between HOMO and LUMO is 9.170 eV. Its energy relative to the best compared isomer or geometry (same formula, charge and spin) is 83.7 kcal per mole. The calculation puts the LUMO energy at 0.85 eV. The calculated total energy is -9810.6834 eV. As for the structure (SMILES): Cc1occ[n+]1[O-].

# C15H20Br2NOP2Ti

A structure of composition C15H20Br2NOP2Ti in a non-equilibrium geometry (ωB97M-V/def2-TZVPD, the OMol25 dataset).

Geometry as ORCA input:
```
! wB97M-V def2-TZVPD RIJCOSX def2/J DEFGRID3
* xyz 3 1
Ti -0.268 -0.721 -0.359
C 1.960 1.801 1.534
P 1.454 0.100 1.192
C 2.942 -0.808 0.673
C 0.914 -0.680 2.765
C 0.636 -2.183 2.600
P -0.420 -2.667 1.159
C -0.421 -4.477 1.185
C -2.127 -2.182 1.644
H 2.296 2.285 0.616
H 2.796 1.765 2.237
H 1.146 2.378 1.971
H 3.632 -0.864 1.518
H 3.435 -0.282 -0.145
H 2.703 -1.818 0.337
H 0.038 -0.146 3.140
H 1.709 -0.531 3.501
H 0.154 -2.565 3.502
H 1.577 -2.729 2.496
H -0.819 -4.797 2.150
H 0.586 -4.872 1.057
H -1.054 -4.868 0.388
H -2.393 -2.655 2.591
H -2.833 -2.531 0.886
H -2.233 -1.097 1.768
Br 2.445 0.136 -4.247
C 1.019 1.145 -3.587
C 0.598 2.329 -4.207
C -0.454 3.064 -3.713
Br -0.961 4.645 -4.575
C -1.164 2.624 -2.549
C -2.288 3.245 -1.992
C -2.915 2.695 -0.878
C -2.419 1.543 -0.306
N -1.328 0.912 -0.795
C -0.715 1.440 -1.929
C 0.363 0.702 -2.447
O 0.673 -0.432 -1.759
H 1.110 2.667 -5.098
H -2.680 4.153 -2.435
H -3.793 3.162 -0.455
H -2.900 1.113 0.564
*
```

The value obtained for the max |F| is 0.0330 hartree/bohr. The value obtained for the gap between HOMO and LUMO is 5.482 eV. Its energy relative to the best compared isomer or geometry (same formula, charge and spin) is 3.6 kcal per mole. The calculation puts the LUMO energy at -12.19 eV. The calculated total energy is -201168.1129 eV.

Number 5 is which compound? C4H5NO2